1.
A 5-piece molecular cluster, C23H48F3O14 overall, computed with ωB97M-V/def2-TZVPD.

XYZ file:
```
88
Properties=species:S:1:pos:R:3
O -0.778 2.390 -0.907
C -1.434 1.271 -1.172
O -1.680 0.999 -2.359
O -1.760 0.491 -0.282
H -0.793 2.522 -1.858
C -4.592 -2.583 -5.655
O -3.819 -1.561 -4.932
C -4.295 -0.208 -4.957
C -5.420 0.050 -3.969
O -5.019 -0.379 -2.646
C -5.974 -0.003 -1.675
C -5.391 -0.329 -0.294
O -4.778 -1.640 -0.213
C -4.354 -1.885 1.169
H -5.668 -2.423 -5.581
H -4.342 -3.587 -5.313
H -4.313 -2.484 -6.704
H -4.682 -0.019 -5.958
H -3.377 0.348 -4.766
H -6.366 -0.429 -4.221
H -5.689 1.106 -3.927
H -6.969 -0.432 -1.791
H -6.184 1.067 -1.699
H -6.267 -0.355 0.354
H -4.685 0.434 0.036
H -3.587 -1.170 1.468
H -4.092 -2.942 1.222
H -5.221 -1.736 1.813
C 1.457 4.064 0.786
O 2.545 3.114 0.941
C 2.173 1.694 0.821
C 3.467 0.885 1.248
O 3.719 1.199 2.600
C 4.722 0.448 3.357
C 4.863 0.991 4.801
O 5.651 2.172 4.799
C 4.975 3.415 4.644
H 0.487 3.576 0.882
H 1.536 4.534 -0.194
H 1.378 4.759 1.623
H 1.733 1.505 -0.158
H 1.348 1.593 1.526
H 4.316 1.312 0.713
H 3.331 -0.173 1.023
H 5.670 0.282 2.845
H 4.351 -0.559 3.545
H 5.235 0.242 5.501
H 3.949 1.339 5.281
H 4.065 3.594 5.217
H 4.739 3.428 3.580
H 5.657 4.243 4.836
C 1.883 -7.181 5.106
O 1.743 -6.287 4.004
C 2.982 -6.101 3.269
C 2.682 -4.967 2.367
O 2.133 -3.852 3.081
C 2.198 -2.608 2.417
C 1.544 -1.520 3.274
O 0.170 -1.804 3.531
C -0.743 -1.354 2.532
H 2.282 -8.161 4.848
H 0.916 -7.530 5.470
H 2.402 -6.771 5.972
H 3.228 -7.012 2.722
H 3.871 -5.893 3.863
H 2.050 -5.370 1.575
H 3.638 -4.661 1.942
H 1.853 -2.582 1.383
H 3.245 -2.339 2.275
H 1.591 -0.544 2.791
H 2.053 -1.502 4.237
H -0.784 -0.277 2.370
H -1.733 -1.796 2.647
H -0.418 -1.498 1.501
C 0.600 6.208 -4.343
C 0.693 4.783 -3.884
O 0.599 3.783 -4.897
C -0.594 3.203 -5.240
O -1.709 3.488 -4.755
C -0.434 2.027 -6.189
F -1.640 1.577 -6.612
F 0.398 2.336 -7.156
F 0.161 1.002 -5.547
H 0.559 6.966 -3.561
H -0.291 6.406 -4.938
H 1.479 6.438 -4.946
H -0.085 4.578 -3.149
H 1.640 4.648 -3.362
```

For the frontier orbital gap, the calculation gives 6.6 eV. The net charge is -1. Its total energy is -2257.91388 hartree. The value obtained for the relative energy (zero: lowest compared OMol25 entry of this formula, charge and spin) is 294.2 kJ/mol. The value obtained for the HOMO energy is -4.18 eV. The spin multiplicity is 1.

***

2.
C23H48F6Li2N2O7 as an isolated structure, computed with ωB97M-V/def2-TZVPD.

XYZ file:
```
88
Properties=species:S:1:pos:R:3
Li 3.992 9.004 20.263
Li 5.316 10.569 20.340
O 4.848 9.586 21.229
H 5.082 9.472 22.170
O 4.276 10.104 19.396
H 3.956 10.622 18.632
C 2.013 5.638 20.286
C 2.831 6.766 19.701
N 3.188 7.809 20.685
C 3.945 7.171 21.813
C 5.325 6.661 21.274
C 2.033 8.471 21.321
C 1.374 9.423 20.388
H 2.602 4.929 20.868
H 1.655 5.052 19.440
H 1.190 5.951 20.929
H 3.600 6.364 19.042
H 2.239 7.320 18.973
H 4.152 7.929 22.569
H 3.410 6.375 22.330
H 5.765 7.460 20.677
H 6.004 6.423 22.092
H 5.130 5.791 20.647
H 2.445 9.029 22.162
H 1.376 7.719 21.758
H 0.558 9.960 20.872
H 0.857 8.875 19.600
H 1.980 10.196 19.917
C 6.145 12.144 22.605
C 7.216 11.546 21.647
N 6.568 11.396 20.270
C 7.427 10.532 19.381
C 7.400 9.031 19.888
C 6.464 12.671 19.567
C 5.596 12.661 18.361
H 6.413 12.063 23.659
H 5.192 11.614 22.617
H 5.867 13.185 22.444
H 8.084 12.200 21.563
H 7.492 10.596 22.106
H 7.077 10.475 18.350
H 8.465 10.865 19.385
H 7.653 8.835 20.930
H 6.390 8.704 19.641
H 8.046 8.392 19.285
H 7.460 13.080 19.394
H 5.949 13.406 20.185
H 6.123 12.435 17.434
H 5.146 13.649 18.261
H 4.759 11.966 18.434
C 2.170 9.477 17.940
C 2.961 8.403 17.162
O 2.318 7.976 15.939
C 1.286 7.198 15.921
O 0.831 6.727 16.995
C 0.725 6.931 14.546
F 1.228 7.672 13.593
F 0.975 5.648 14.221
F -0.585 7.112 14.588
H 1.190 9.183 18.315
H 2.043 10.318 17.258
H 2.763 9.853 18.774
H 3.152 7.537 17.796
H 3.929 8.882 17.010
C 5.646 9.495 17.641
C 5.596 8.620 16.370
O 6.922 8.564 15.830
C 7.385 7.629 14.916
O 6.664 6.778 14.405
C 8.797 7.909 14.366
F 9.431 8.948 15.003
F 9.602 6.842 14.507
F 8.667 8.289 13.067
H 5.836 10.539 17.393
H 6.440 9.159 18.308
H 4.656 9.494 18.097
H 4.951 9.113 15.642
H 5.127 7.658 16.575
C 2.810 12.136 17.167
C 2.083 12.665 18.392
O 2.223 13.834 18.723
C 1.142 11.664 19.039
H 2.142 11.589 16.502
H 3.603 11.444 17.450
H 3.214 12.915 16.520
H 1.023 12.099 20.031
H 1.617 10.690 19.158
H 0.183 11.617 18.524
```

For the frontier orbital gap, the calculation gives 8.9 eV. Its total energy is -2155.07886 hartree. The value obtained for the relative energy (zero: lowest compared OMol25 entry of this formula, charge and spin) is 1812.3 kJ/mol. The value obtained for the HOMO energy is -8.72 eV. The spin multiplicity is 1.

***

3.
A 5-piece molecular cluster, C23H48FN2O6 overall, computed with ωB97M-V/def2-TZVPD.

XYZ file:
```
80
Properties=species:S:1:pos:R:3
C -2.076 3.889 -0.880
N -1.860 3.568 0.536
C -1.180 2.331 0.740
N -2.058 1.115 0.629
C -3.164 0.980 1.378
C -3.974 -0.122 1.275
C -3.635 -1.111 0.369
F -4.402 -2.169 0.242
C -2.498 -0.996 -0.417
C -2.093 -2.023 -1.441
C -2.045 -1.461 -2.863
O -3.199 -1.798 -3.624
C -4.362 -1.164 -3.324
C -4.375 0.317 -3.048
O -5.378 -1.771 -3.362
C -1.731 0.141 -0.244
H -2.314 3.019 -1.499
H -1.205 4.383 -1.297
H -2.909 4.579 -0.958
H -2.739 3.623 1.029
H -0.616 2.305 1.668
H -0.456 2.234 -0.060
H -3.409 1.767 2.071
H -4.859 -0.226 1.880
H -2.759 -2.877 -1.415
H -1.110 -2.393 -1.167
H -1.205 -1.922 -3.362
H -1.864 -0.390 -2.893
H -5.080 0.759 -3.740
H -4.778 0.477 -2.054
H -3.420 0.819 -3.140
H -0.835 0.286 -0.827
C 1.695 -3.675 -2.961
C 1.880 -2.257 -3.473
C 3.345 -1.860 -3.525
O 1.151 -1.340 -2.638
H 2.081 -3.774 -1.944
H 0.635 -3.939 -2.932
H 2.211 -4.396 -3.596
H 1.442 -2.162 -4.467
H 3.788 -1.903 -2.526
H 3.455 -0.838 -3.889
H 3.908 -2.524 -4.180
H 1.528 -1.402 -1.754
C -1.158 0.287 5.743
C 0.089 0.877 5.105
C 0.064 2.397 5.116
O 0.234 0.395 3.763
H -2.052 0.597 5.190
H -1.121 -0.802 5.724
H -1.267 0.614 6.777
H 0.972 0.524 5.637
H -0.795 2.769 4.545
H 0.966 2.800 4.654
H -0.009 2.786 6.131
H -0.540 0.687 3.272
C 4.051 -6.297 1.722
C 3.048 -6.346 0.580
C 3.427 -7.392 -0.456
O 2.933 -5.059 -0.036
H 5.043 -6.030 1.347
H 3.763 -5.542 2.454
H 4.124 -7.261 2.226
H 2.057 -6.570 0.977
H 4.400 -7.157 -0.897
H 2.696 -7.413 -1.265
H 3.483 -8.387 -0.013
H 3.798 -4.833 -0.395
C 2.744 5.912 0.736
C 1.900 6.234 -0.487
C 1.409 7.672 -0.472
O 0.789 5.332 -0.572
H 2.156 6.038 1.649
H 3.087 4.877 0.705
H 3.615 6.565 0.797
H 2.487 6.060 -1.389
H 0.780 7.851 0.405
H 0.807 7.882 -1.357
H 2.243 8.374 -0.445
H 0.245 5.459 0.214
```

For the frontier orbital gap, the calculation gives 8.1 eV. The net charge is +1. Its total energy is -1565.72988 hartree. The value obtained for the HOMO energy is -12.12 eV. The spin multiplicity is 1.

***

4.
C23H48NOP3PbS as an isolated structure, computed with ωB97M-V/def2-TZVPD.

XYZ file:
```
78
Properties=species:S:1:pos:R:3
Pb 2.970 -4.329 -3.325
P 1.438 1.203 1.115
P -0.673 0.645 1.799
P -1.263 2.747 -2.509
H 1.808 -5.275 -5.363
C 2.090 -4.219 -5.449
C 3.291 -3.479 -5.291
H 4.267 -3.879 -5.572
C 2.703 -0.071 1.470
C 1.820 2.622 2.191
C 1.829 1.772 -0.550
C -1.562 -0.452 0.676
C -0.522 -0.357 3.313
C -1.800 2.002 2.267
C -1.933 3.735 -3.915
C -1.105 4.083 -1.236
C -2.827 1.904 -1.984
H 1.343 -3.734 -6.075
H 3.092 -2.417 -5.053
H 2.351 -1.050 1.105
H 2.904 -0.136 2.551
H 3.650 0.177 0.957
H 1.743 2.331 3.247
H 1.114 3.438 1.983
H 2.844 2.963 1.981
H 1.634 0.978 -1.279
H 2.897 2.037 -0.611
H 1.239 2.656 -0.824
H -2.518 -0.757 1.129
H -0.969 -1.354 0.484
H -1.769 0.033 -0.283
H -1.486 -0.362 3.848
H 0.247 0.048 3.984
H -0.269 -1.391 3.040
H -2.592 1.595 2.919
H -2.275 2.464 1.390
H -1.266 2.784 2.828
H -2.981 3.950 -3.664
H -1.862 3.198 -4.874
H -1.367 4.672 -4.002
H -1.937 4.803 -1.245
H -0.174 4.627 -1.455
H -1.021 3.638 -0.234
H -3.682 2.301 -2.550
H -3.015 2.019 -0.907
H -2.724 0.834 -2.220
C 0.029 -1.066 -3.694
C -1.382 -1.158 -3.536
C -1.949 -2.413 -3.200
C -1.112 -3.528 -3.000
C 0.272 -3.380 -3.077
C 0.872 -2.124 -3.270
S 0.826 0.311 -4.422
H 0.591 1.135 -3.426
H -2.012 -0.284 -3.791
H -3.041 -2.580 -3.185
H -1.473 -4.521 -2.679
H 0.773 -4.378 -3.115
H 1.951 -1.874 -3.151
O 1.226 -3.655 0.392
C 1.205 -3.770 1.621
C 2.465 -3.805 2.477
C 2.423 -2.886 3.706
C 1.726 -3.484 4.921
C 0.204 -3.677 4.766
C -0.145 -4.556 3.573
N 0.001 -3.833 2.307
H 2.709 -4.828 2.806
H 3.293 -3.497 1.821
H 3.463 -2.628 3.968
H 1.960 -1.941 3.392
H 2.199 -4.445 5.178
H 1.892 -2.807 5.768
H -0.173 -4.169 5.679
H -0.295 -2.695 4.680
H 0.503 -5.443 3.575
H -1.185 -4.897 3.662
H -0.771 -3.998 1.671
```

For the frontier orbital gap (alpha / beta), the calculation gives 3.1 / 3.1 eV. The net charge is +4. Its total energy is -2648.62776 hartree. The value obtained for the HOMO energy (alpha / beta) is -17.65 / -17.65 eV. The spin multiplicity is 1.

***

5.
A 2-piece molecular cluster, C23H49BF3N3O9P2S2 overall, computed with ωB97M-V/def2-TZVPD.

XYZ file:
```
92
Properties=species:S:1:pos:R:3
C 3.079 -1.374 2.994
C 2.935 0.151 3.102
C 1.471 0.645 3.070
C 1.142 1.655 1.961
N -0.048 1.367 1.023
P -1.543 1.446 2.075
S -1.818 0.073 3.373
C 0.080 -0.035 0.436
C -1.101 -0.488 -0.449
C -1.720 -1.833 -0.039
C -3.119 -1.754 0.596
P -4.410 -2.817 -0.062
O -5.740 -2.429 0.433
O -4.179 -2.723 -1.632
C -4.913 -1.749 -2.402
C -4.245 -1.630 -3.762
O -4.031 -4.317 0.228
C -2.713 -4.910 0.209
C -2.022 -4.852 1.566
C 1.420 -0.158 -0.267
C 1.744 0.933 -1.308
C 3.163 1.574 -1.184
B 4.273 0.420 -1.268
O 4.988 0.239 -2.446
O 4.361 -0.422 -0.213
C 0.641 1.999 -1.436
C -0.387 1.722 -2.561
N -0.527 2.925 -3.393
C 0.018 2.469 -0.092
C -1.269 3.257 -0.334
C -1.628 4.413 0.584
O -2.689 4.934 0.487
N -0.654 4.811 1.520
C -1.227 5.572 2.634
C 0.495 5.491 0.900
H 3.300 -1.700 1.981
H 2.168 -1.879 3.323
H 3.901 -1.733 3.613
H 3.527 0.635 2.321
H 3.370 0.469 4.053
H 1.250 1.149 4.013
H 0.816 -0.218 3.051
H 0.916 2.637 2.383
H 1.988 1.785 1.290
H -2.532 1.564 1.107
H -1.330 2.730 2.557
H 0.115 -0.715 1.286
H -0.683 -0.623 -1.447
H -1.872 0.278 -0.566
H -1.034 -2.367 0.621
H -1.779 -2.430 -0.949
H -3.540 -0.749 0.479
H -3.091 -1.970 1.665
H -5.948 -2.079 -2.470
H -4.906 -0.792 -1.871
H -3.556 -0.787 -3.811
H -4.999 -1.475 -4.538
H -3.715 -2.549 -4.004
H -2.117 -4.467 -0.586
H -2.898 -5.943 -0.082
H -2.600 -4.237 2.257
H -1.007 -4.463 1.491
H -1.956 -5.845 2.011
H 1.399 -1.133 -0.747
H 2.212 -0.228 0.471
H 1.782 0.433 -2.282
H 3.269 2.238 -0.319
H 3.280 2.209 -2.070
H 5.889 0.571 -2.446
H 4.527 -1.394 -0.439
H 1.167 2.897 -1.780
H -1.378 1.500 -2.172
H -0.069 0.844 -3.130
H 0.378 3.199 -3.760
H -1.119 2.740 -4.194
H 0.716 3.186 0.329
H -1.131 3.729 -1.318
H -2.161 2.650 -0.465
H -0.513 5.552 3.459
H -1.445 6.610 2.373
H -2.153 5.107 2.967
H 1.436 5.177 1.359
H 0.545 5.273 -0.168
H 0.400 6.573 1.011
C 4.419 -5.166 -1.654
F 3.682 -6.025 -2.368
F 5.105 -5.858 -0.740
F 5.294 -4.578 -2.479
S 3.345 -3.915 -0.848
O 2.484 -4.695 0.004
O 2.707 -3.252 -1.970
O 4.316 -3.079 -0.143
```

For the frontier orbital gap, the calculation gives 8.5 eV. Its total energy is -3550.87366 hartree. The value obtained for the HOMO energy is -8.89 eV. The spin multiplicity is 1.